Arrangement 1

C27H33Ge2N5O3PtS | wB97M-V/def2-TZVPD

XYZ file:
```
72
C27H33Ge2N5O3PtS | OMol25 | wB97M-V/def2-TZVPD
Pt -1.61 0.50 1.85
N 2.70 0.34 2.79
C 1.38 0.15 2.58
S 0.37 1.55 2.80
N 0.98 -1.04 2.22
N -0.33 -1.25 2.15
C -0.78 -2.46 1.92
C -2.13 -2.86 2.04
C -2.50 -4.17 1.68
C -3.79 -4.61 1.77
C -4.80 -3.75 2.23
C -4.49 -2.47 2.61
C -3.15 -1.98 2.57
O -2.90 -0.84 3.06
H 3.02 1.22 3.17
H 3.29 -0.47 2.86
H -0.04 -3.23 1.68
H -1.73 -4.85 1.32
H -4.05 -5.62 1.50
H -5.82 -4.09 2.29
H -5.23 -1.80 3.01
C -5.20 2.42 -0.01
C -3.87 1.89 0.38
N -3.51 1.74 1.62
O -4.41 2.14 2.59
C -2.88 1.56 -0.62
C -3.20 1.65 -2.08
N -1.68 1.26 -0.20
O -0.72 1.01 -1.10
H -5.90 2.30 0.81
H -5.59 1.91 -0.89
H -5.12 3.48 -0.23
H -4.02 1.89 3.44
H -3.49 2.67 -2.35
H -4.04 0.99 -2.32
H -2.33 1.36 -2.67
C 3.81 -3.01 1.90
Ge 3.12 -2.00 0.27
C 1.99 -3.29 -0.82
C 4.74 -1.59 -0.88
Ge 1.12 0.51 -0.92
C 1.95 2.18 -0.08
C 3.30 2.09 0.20
C 3.99 3.17 0.71
C 3.33 4.36 0.93
C 1.97 4.46 0.64
C 1.27 3.37 0.15
C 1.20 0.72 -2.96
C 0.63 1.89 -3.44
C 0.37 2.01 -4.79
C 0.71 0.99 -5.66
C 1.34 -0.15 -5.19
C 1.58 -0.29 -3.83
H 4.19 -3.96 1.54
H 3.02 -3.20 2.62
H 4.62 -2.48 2.38
H 2.40 -4.29 -0.69
H 2.03 -3.02 -1.87
H 0.95 -3.29 -0.52
H 5.30 -2.51 -1.03
H 5.40 -0.88 -0.39
H 4.46 -1.19 -1.84
H 3.81 1.15 0.04
H 5.05 3.08 0.93
H 3.86 5.21 1.33
H 1.45 5.39 0.81
H 0.21 3.45 -0.05
H 0.37 2.68 -2.76
H -0.11 2.91 -5.15
H 0.48 1.08 -6.71
H 1.64 -0.94 -5.86
H 2.05 -1.19 -3.46
```

## Properties
spin multiplicity	2
⟨S²⟩	1.094
total charge	+1
HOMO (alpha / beta)	-9.976 / -10.140	eV
frontier orbital gap (alpha / beta)	4.9287 / 5.4250	eV
LUMO level (alpha / beta)	-5.05 / -4.72	eV

Arrangement 2

C27H33Ge2N5O3PtS | wB97M-V/def2-TZVPD

XYZ file:
```
72
C27H33Ge2N5O3PtS | OMol25 | wB97M-V/def2-TZVPD
Pt -0.21 -0.09 0.19
N 2.31 -3.42 -0.30
C 1.87 -2.16 -0.37
S 0.48 -1.84 -1.37
N 2.59 -1.24 0.28
N 2.06 -0.02 0.25
C 2.88 0.97 0.48
C 2.56 2.33 0.30
C 3.49 3.31 0.70
C 3.23 4.64 0.53
C 2.02 5.06 -0.09
C 1.11 4.16 -0.53
C 1.33 2.74 -0.37
O 0.51 1.92 -0.86
H 1.91 -4.13 -0.88
H 3.19 -3.60 0.17
H 3.90 0.71 0.78
H 4.42 2.99 1.17
H 3.95 5.38 0.85
H 1.82 6.12 -0.21
H 0.19 4.46 -1.01
C -1.36 -1.27 4.22
C -1.06 -1.21 2.76
N -0.03 -0.62 2.27
O 0.76 0.06 3.18
C -1.94 -1.79 1.80
C -3.10 -2.67 2.16
N -1.71 -1.47 0.54
O -2.42 -1.76 -0.40
H -0.88 -0.45 4.74
H -0.98 -2.21 4.64
H -2.44 -1.24 4.38
H 1.60 0.18 2.73
H -2.81 -3.40 2.91
H -3.44 -3.19 1.27
H -3.92 -2.06 2.54
C -2.67 0.12 -3.15
Ge -2.64 1.93 -2.40
C -1.30 3.01 -3.32
C -4.38 2.82 -2.42
Ge -2.07 1.52 -0.01
C -3.68 0.82 0.87
C -3.77 0.89 2.27
C -4.88 0.38 2.93
C -5.90 -0.22 2.20
C -5.82 -0.30 0.82
C -4.70 0.19 0.16
C -1.67 3.15 0.98
C -2.16 4.37 0.51
C -1.92 5.55 1.21
C -1.18 5.52 2.38
C -0.69 4.31 2.86
C -0.92 3.14 2.16
H -2.75 0.18 -4.24
H -3.50 -0.46 -2.77
H -1.74 -0.39 -2.89
H -1.52 2.99 -4.38
H -0.31 2.59 -3.16
H -1.32 4.04 -2.98
H -4.77 2.78 -3.44
H -4.27 3.87 -2.13
H -5.09 2.34 -1.75
H -2.99 1.38 2.84
H -4.95 0.45 4.01
H -6.76 -0.63 2.72
H -6.61 -0.77 0.26
H -4.63 0.10 -0.91
H -2.73 4.40 -0.42
H -2.31 6.49 0.84
H -0.97 6.44 2.91
H -0.12 4.29 3.79
H -0.51 2.20 2.53
```

## Properties
spin multiplicity	2
⟨S²⟩	0.828
total charge	+1
HOMO (alpha / beta)	-10.928 / -11.122	eV
frontier orbital gap (alpha / beta)	6.1780 / 5.5588	eV
LUMO level (alpha / beta)	-4.75 / -5.56	eV

Most stable to least stable, the ends of the list are arrangement 2 and arrangement 1.